{
  "formula": "C51H121N7O10",
  "method": "ωB97M-V/def2-TZVPD",
  "largest_force_ev_per_a": 2.22,
  "smiles": "CC1(C)CCCC(C)(C)N1O.CC1(C)CCCC(C)(C)N1O.CC1(C)CCCC(C)(C)N1O.CC1(C)CCCC(C)(C)N1O.COC[C@H](C)N.COC[C@H](C)N.COC[C@H](C)N.CO.CO.CO",
  "relative_energy_kcal_mol": 0.0,
  "energy_ha": -3151.20205,
  "mol_weight_da": 992.568,
  "homo_lumo_gap_ha": 0.312,
  "charge": 0,
  "species": ["C", "C", "C", "C", "C", "C", "C", "C", "C", "N", "O", "H", "H", "H", "H", "H", "H", "H", "H", "H", "H", "H", "H", "H", "H", "H", "H", "H", "H", "H", "C", "C", "C", "C", "C", "C", "C", "C", "C", "N", "O", "H", "H", "H", "H", "H", "H", "H", "H", "H", "H", "H", "H", "H", "H", "H", "H", "H", "H", "H", "C", "C", "C", "C", "C", "C", "C", "C", "C", "N", "O", "H", "H", "H", "H", "H", "H", "H", "H", "H", "H", "H", "H", "H", "H", "H", "H", "H", "H", "H", "C", "C", "C", "C", "C", "C", "C", "C", "C", "N", "O", "H", "H", "H", "H", "H", "H", "H", "H", "H", "H", "H", "H", "H", "H", "H", "H", "H", "H", "H", "C", "O", "C", "C", "C", "N", "H", "H", "H", "H", "H", "H", "H", "H", "H", "H", "H", "C", "O", "C", "C", "C", "N", "H", "H", "H", "H", "H", "H", "H", "H", "H", "H", "H", "C", "O", "C", "C", "C", "N", "H", "H", "H", "H", "H", "H", "H", "H", "H", "H", "H", "C", "O", "H", "H", "H", "H", "C", "O", "H", "H", "H", "H", "C", "O", "H", "H", "H", "H"],
  "coordinates": [[-15.39, -4.48, -24.81], [-16.07, -5.02, -26.11], [-15.12, -6.04, -26.73], [-17.36, -5.78, -25.74], [-18.63, -4.91, -25.59], [-18.73, -3.99, -26.82], [-17.51, -3.10, -26.98], [-17.65, -2.38, -28.33], [-17.47, -2.00, -25.89], [-16.34, -3.95, -27.07], [-15.17, -3.32, -27.55], [-14.37, -4.26, -25.12], [-15.86, -3.58, -24.42], [-15.36, -5.27, -24.06], [-15.58, -6.53, -27.59], [-14.14, -5.70, -27.05], [-14.88, -6.80, -25.97], [-17.50, -6.60, -26.45], [-17.24, -6.24, -24.76], [-19.50, -5.57, -25.58], [-18.68, -4.36, -24.65], [-19.67, -3.44, -26.76], [-18.77, -4.64, -27.69], [-17.41, -2.98, -29.21], [-17.01, -1.50, -28.41], [-18.67, -2.01, -28.52], [-16.52, -1.46, -25.95], [-17.52, -2.39, -24.87], [-18.30, -1.33, -26.09], [-15.01, -2.64, -26.86], [-16.62, 3.46, -28.66], [-17.86, 3.15, -27.85], [-19.00, 2.70, -28.80], [-17.49, 1.92, -26.96], [-18.32, 1.76, -25.67], [-18.29, 3.12, -24.95], [-18.88, 4.28, -25.75], [-20.39, 4.17, -25.90], [-18.50, 5.58, -25.00], [-18.17, 4.33, -27.03], [-18.52, 5.45, -27.81], [-16.84, 4.31, -29.30], [-15.83, 3.79, -27.98], [-16.20, 2.60, -29.18], [-19.33, 3.49, -29.47], [-18.65, 1.86, -29.39], [-19.87, 2.45, -28.20], [-17.64, 1.01, -27.54], [-16.42, 1.95, -26.76], [-19.34, 1.48, -25.93], [-17.90, 1.02, -25.00], [-17.28, 3.31, -24.60], [-18.90, 3.07, -24.04], [-20.77, 3.99, -24.89], [-20.63, 3.22, -26.39], [-20.84, 5.01, -26.43], [-17.47, 5.84, -25.26], [-18.64, 5.49, -23.92], [-19.12, 6.44, -25.28], [-17.73, 6.01, -27.79], [-11.75, 1.52, -33.66], [-11.27, 0.15, -33.23], [-9.73, 0.15, -33.04], [-11.88, -0.07, -31.81], [-11.89, -1.52, -31.37], [-12.41, -2.48, -32.45], [-11.75, -2.31, -33.84], [-10.38, -2.99, -33.73], [-12.63, -3.06, -34.82], [-11.74, -0.89, -34.13], [-11.33, -0.62, -35.48], [-12.82, 1.71, -33.54], [-11.34, 2.31, -33.01], [-11.42, 1.72, -34.68], [-9.45, 1.19, -32.83], [-9.34, -0.47, -32.23], [-9.24, -0.18, -33.95], [-11.26, 0.52, -31.12], [-12.91, 0.28, -31.69], [-10.86, -1.86, -31.17], [-12.45, -1.66, -30.44], [-13.47, -2.20, -32.50], [-12.42, -3.52, -32.12], [-9.71, -2.44, -33.07], [-9.93, -2.93, -34.73], [-10.44, -4.04, -33.48], [-12.87, -4.04, -34.40], [-12.13, -3.21, -35.78], [-13.58, -2.58, -35.08], [-12.20, -0.37, -35.83], [-11.81, 0.35, -28.21], [-12.50, 0.35, -26.84], [-13.72, -0.57, -26.89], [-11.50, -0.22, -25.83], [-11.91, 0.01, -24.36], [-12.06, 1.52, -24.16], [-13.08, 2.16, -25.11], [-14.53, 1.86, -24.63], [-12.84, 3.67, -25.01], [-12.80, 1.75, -26.48], [-13.80, 2.21, -27.38], [-11.06, 1.13, -28.36], [-11.36, -0.63, -28.39], [-12.54, 0.45, -29.02], [-14.53, -0.29, -27.57], [-13.36, -1.54, -27.26], [-14.14, -0.75, -25.90], [-11.53, -1.31, -25.97], [-10.53, 0.25, -25.98], [-12.78, -0.59, -24.11], [-11.12, -0.46, -23.76], [-11.10, 2.03, -24.19], [-12.40, 1.57, -23.12], [-14.54, 1.79, -23.54], [-14.97, 0.96, -25.05], [-15.19, 2.67, -24.95], [-12.85, 4.01, -23.97], [-13.59, 4.31, -25.49], [-11.83, 3.88, -25.36], [-13.33, 2.83, -27.96], [-15.08, -4.00, -30.11], [-14.94, -4.55, -31.41], [-15.95, -4.17, -32.32], [-15.79, -4.87, -33.67], [-16.67, -4.23, -34.73], [-16.10, -6.29, -33.60], [-16.13, -4.10, -29.81], [-14.86, -2.93, -30.04], [-14.49, -4.57, -29.40], [-16.92, -4.44, -31.90], [-15.94, -3.08, -32.48], [-14.77, -4.81, -34.05], [-16.40, -3.19, -34.92], [-17.74, -4.25, -34.47], [-16.68, -4.67, -35.73], [-15.52, -6.77, -32.92], [-17.06, -6.40, -33.32], [-13.29, 2.98, -30.50], [-13.32, 4.05, -29.59], [-12.46, 5.14, -29.79], [-10.98, 4.77, -29.79], [-10.49, 4.37, -28.40], [-10.18, 5.90, -30.27], [-12.40, 2.35, -30.46], [-13.27, 3.36, -31.54], [-14.23, 2.43, -30.42], [-12.73, 5.64, -30.73], [-12.62, 5.87, -29.00], [-10.86, 3.91, -30.46], [-10.98, 3.48, -27.96], [-10.77, 5.11, -27.64], [-9.45, 4.08, -28.32], [-9.22, 5.73, -29.98], [-10.28, 6.76, -29.73], [-13.11, 1.05, -37.73], [-13.81, 0.30, -36.74], [-15.12, 0.75, -36.47], [-15.79, -0.18, -35.46], [-17.29, 0.10, -35.41], [-15.19, 0.06, -34.12], [-12.36, 0.39, -38.15], [-12.61, 1.89, -37.24], [-13.79, 1.38, -38.52], [-15.04, 1.74, -35.99], [-15.70, 0.85, -37.39], [-15.63, -1.24, -35.66], [-17.80, -0.66, -34.81], [-17.72, 0.01, -36.41], [-17.52, 1.10, -35.05], [-14.20, -0.17, -34.24], [-15.23, 1.06, -33.95], [-15.83, 0.16, -30.46], [-16.18, -0.97, -31.27], [-14.78, 0.09, -30.17], [-15.97, 1.07, -31.06], [-16.52, 0.17, -29.61], [-15.87, -0.82, -32.18], [-19.61, -0.06, -31.35], [-19.02, -1.16, -32.04], [-20.54, 0.22, -31.83], [-19.81, -0.28, -30.30], [-18.88, 0.76, -31.45], [-18.13, -1.30, -31.69], [-17.17, 2.88, -32.54], [-15.81, 3.06, -32.88], [-17.85, 3.44, -33.19], [-17.38, 1.81, -32.64], [-17.40, 3.02, -31.48], [-15.64, 4.01, -32.80]],
  "lowdin_charge": [-0.02, -0.50, -0.04, -0.12, -0.16, -0.14, -0.50, -0.02, -0.01, -0.10, -0.04, 0.08, 0.06, 0.08, 0.09, 0.08, 0.09, 0.11, 0.11, 0.11, 0.10, 0.12, 0.13, 0.07, 0.06, 0.09, 0.07, 0.07, 0.08, 0.06, -0.04, -0.49, -0.02, -0.12, -0.16, -0.14, -0.52, -0.02, -0.03, -0.11, -0.01, 0.09, 0.08, 0.07, 0.08, 0.05, 0.07, 0.10, 0.09, 0.11, 0.10, 0.11, 0.12, 0.09, 0.06, 0.09, 0.08, 0.08, 0.08, 0.10, -0.03, -0.48, -0.02, -0.14, -0.17, -0.13, -0.52, -0.02, -0.02, -0.09, -0.01, 0.07, 0.08, 0.08, 0.08, 0.07, 0.08, 0.10, 0.10, 0.11, 0.10, 0.11, 0.12, 0.06, 0.09, 0.09, 0.08, 0.09, 0.08, 0.05, -0.03, -0.50, -0.04, -0.14, -0.17, -0.14, -0.50, -0.01, -0.04, -0.08, -0.02, 0.08, 0.09, 0.05, 0.08, 0.09, 0.07, 0.12, 0.13, 0.11, 0.11, 0.12, 0.11, 0.09, 0.06, 0.06, 0.09, 0.08, 0.08, 0.07, -0.11, -0.18, -0.20, -0.43, -0.06, 0.03, 0.06, 0.08, 0.08, 0.13, 0.10, 0.11, 0.05, 0.08, 0.08, 0.07, 0.07, -0.10, -0.20, -0.19, -0.43, -0.06, 0.03, 0.06, 0.09, 0.07, 0.13, 0.13, 0.13, 0.05, 0.08, 0.08, 0.07, 0.08, -0.08, -0.23, -0.19, -0.39, -0.05, 0.08, 0.09, 0.09, 0.09, 0.13, 0.13, 0.12, 0.07, 0.08, 0.07, 0.05, 0.05, -0.12, -0.16, 0.07, 0.05, 0.06, 0.04, -0.15, -0.14, 0.08, 0.07, 0.05, 0.03, -0.16, -0.13, 0.09, 0.05, 0.06, 0.09]
}